1.
64
Properties=species:S:1:pos:R:3:forces:R:3:mulliken_spin:R:1 method="wB97M-V/def2-TZVPD" spin_multiplicity=5 homo_lumo_gap_ev="11.042 / 7.100" charge=+1 relative_energy_kcal_mol=11.5 homo_ev="-13.3 / -13.4"
Co -1.836094 -0.463477 0.321064 0.1358 -0.7317 0.2495 2.9488
S -1.334178 1.679640 0.213399 0.0921 0.7943 -0.0034 0.9072
P -4.014498 -1.109669 -1.129209 -0.2097 -0.0377 -0.3742 -0.0242
P -2.470766 -3.460535 0.058372 0.0135 -0.3169 -0.1966 -0.0014
Si 0.793806 1.163205 0.087093 -0.0357 -0.1556 0.1814 -0.1422
O -3.870158 -0.326930 0.156776 0.1560 -0.0621 0.0222 0.0696
O -2.461243 -0.998473 -1.715918 -0.0588 -0.1374 -0.0300 0.0252
O 0.592537 -0.473342 0.184176 -0.0313 0.1457 -0.1404 0.0510
O -4.973913 -0.866739 -2.219285 0.0828 -0.0999 0.1781 0.0068
O -2.829500 -4.637807 1.066569 -0.1084 0.1171 0.4423 0.0020
O -1.920571 -2.314160 0.909770 -0.1208 0.1029 -0.3559 0.0490
O 1.338500 1.593013 -1.347702 0.0910 -0.1556 -0.1959 0.0529
O 1.581145 1.881194 1.278807 -0.0598 0.0576 0.1214 0.0112
O -1.740678 -3.994046 -1.118936 -0.1249 0.2054 0.2083 0.0011
N -4.229737 -3.643318 -1.997050 0.3441 0.1984 0.4170 0.0009
C 2.743073 2.200806 3.321490 0.0894 0.0198 -0.0202 0.0013
C 3.386154 2.884693 -1.372025 -0.0031 -0.0862 0.0528 0.0021
C 1.927550 2.627153 -3.396577 -0.0387 -0.0345 -0.0815 -0.0022
C -4.102121 -2.900030 -0.666806 0.1955 0.1945 -0.0348 0.0038
C 1.132790 4.001995 -1.453740 -0.0694 0.0058 0.1146 0.0068
C 1.956930 2.800267 -1.890466 -0.0052 0.0968 0.1010 -0.0071
C 1.222033 -2.774555 0.541999 -0.1163 -0.0553 0.1046 -0.0003
C -5.325864 -3.120650 0.214809 -0.0493 -0.0759 -0.1011 -0.0004
C 2.964148 -0.984779 0.545238 -0.1072 0.1638 0.0522 0.0028
C 1.818133 -1.646953 -1.592841 -0.1679 0.1072 -0.0211 -0.0021
C 0.479725 1.139871 3.325736 0.0078 -0.1022 -0.0723 -0.0040
C 1.668643 -1.475244 -0.088436 0.1114 -0.0696 -0.0492 0.0021
C 0.723938 3.574916 2.755182 0.0135 0.0246 -0.0618 -0.0018
C 1.363856 2.197856 2.684919 0.0285 -0.0742 0.0067 0.0371
H 3.740308 -1.738065 0.404531 -0.0267 0.0375 -0.0182 0.0014
H -5.226084 -2.544622 1.134950 0.0512 -0.0078 -0.0458 0.0001
H 1.527056 4.910791 -1.910742 -0.0219 -0.0208 0.0373 -0.0004
H -6.235781 -2.785606 -0.286366 -0.0030 0.0110 0.0071 -0.0004
H -2.881914 -4.376723 2.003459 0.0582 -0.0788 -0.4472 0.0007
H -5.426069 -4.173573 0.481447 0.0039 -0.0054 0.0005 0.0002
H 3.397357 2.926795 -0.279731 0.0089 0.0214 -0.1011 -0.0003
H 0.589326 3.873793 3.797160 -0.0040 -0.0197 -0.0793 -0.0001
H -2.431971 -0.625014 -2.607279 0.0989 0.0367 0.0303 0.0006
H 0.858405 -1.922491 -2.037709 0.0592 -0.0318 0.0351 -0.0001
H 2.178190 -0.736214 -2.070322 0.0023 0.0094 0.0266 -0.0005
H 3.869642 3.783710 -1.761516 -0.0327 -0.0749 0.0251 0.0001
H 3.963122 2.014104 -1.698753 -0.0578 0.0921 0.0273 0.0000
H 2.831347 -0.824743 1.618623 0.0335 -0.0173 -0.0752 -0.0003
H 0.918178 0.144199 3.213870 -0.0361 0.0723 0.0101 -0.0034
H 2.013106 -3.514945 0.411417 -0.0398 0.0108 0.0307 -0.0002
H 0.897242 2.540047 -3.751925 0.0980 0.0172 0.0188 0.0001
H -4.769179 -4.498232 -1.903199 -0.0489 -0.1981 0.0754 -0.0001
H 2.476239 1.727572 -3.685767 -0.0411 0.0780 0.0088 -0.0002
H -0.254514 3.577524 2.265395 0.0593 0.0157 0.0467 -0.0005
H -3.247054 -3.885420 -2.260332 -0.1480 -0.0211 0.0491 0.0006
H 1.036420 -2.647395 1.610939 -0.0021 -0.0149 -0.0478 -0.0003
H 2.672238 2.481603 4.375417 0.0128 -0.0352 -0.1006 0.0030
H 0.359338 1.348436 4.389234 0.0014 -0.0131 -0.0244 0.0002
H 3.199787 1.210062 3.251099 -0.0300 0.0959 0.0180 -0.0021
H -0.519600 1.138671 2.876925 -0.0085 0.0055 0.0184 0.0100
H 1.363647 4.311827 2.264178 -0.0560 -0.0348 0.0406 -0.0009
H 3.314231 -0.050660 0.090422 -0.0291 -0.0991 0.0379 -0.0017
H 2.531003 -2.450614 -1.790244 -0.0586 0.0527 0.0110 0.0002
H 2.392128 3.489822 -3.880122 -0.0414 -0.0792 0.0283 -0.0002
H 1.168363 4.122840 -0.363714 -0.0070 -0.0012 -0.1716 -0.0023
H 3.387016 2.920602 2.810220 -0.0356 -0.0666 0.0696 -0.0015
H -4.683088 -3.036744 -2.684362 -0.0949 0.1758 -0.1023 -0.0001
H 0.089008 3.886652 -1.764759 0.1263 0.0258 0.0137 0.0013
H 0.318909 -3.151895 0.061117 0.1545 0.0229 0.0331 0.0009


2.
15
Properties=species:S:1:pos:R:3:forces:R:3:mulliken_spin:R:1 method="wB97M-V/def2-TZVPD" spin_multiplicity=2 homo_lumo_gap_ev="3.885 / 8.202" relative_energy_kcal_mol=43.3 homo_ev="-3.4 / -7.9"
O -1.021297 1.742160 -2.211014 -0.2349 0.0264 0.0749 0.0626
O -1.352008 -2.327502 0.978659 -0.3403 -0.4048 0.2886 0.0914
N 0.059823 -0.248411 -0.212527 1.0756 0.4250 0.1208 0.2265
C 1.121141 -0.063022 0.850958 -1.5040 -0.4602 0.5355 0.4356
C 1.901563 1.063275 0.850208 0.9009 0.4000 -0.5139 0.4094
H 1.675248 1.985116 0.331371 -0.4815 -0.0174 0.0385 0.0069
H -0.861049 -0.349192 0.189030 -0.1470 -0.3790 -0.0867 -0.0878
H -0.961667 -2.106521 1.837447 0.0826 0.1171 -0.0702 -0.0292
H -1.721904 2.069360 -1.633700 0.0693 0.0662 -0.0414 -0.0077
H 0.303984 -1.072381 -0.773497 -0.4529 -0.1514 -0.2360 -0.0492
H -1.980781 -3.040052 1.181904 0.2439 0.3126 -0.1741 -0.0271
H -1.410951 1.762515 -3.092428 0.1258 -0.0446 0.0139 -0.0143
H 1.260669 -1.010107 1.356366 0.4359 0.2435 -0.0740 -0.0273
H 2.925922 1.037627 1.185940 0.2120 -0.1991 0.2671 0.0033
H 0.061303 0.557130 -0.838723 0.0148 0.0657 -0.1430 0.0067


3.
10
Properties=species:S:1:pos:R:3:forces:R:3:mulliken_charge:R:1 method="wB97M-V/def2-TZVPD" homo_lumo_gap_ev=8.516 relative_energy_kcal_mol=93.7 homo_ev=-9.6
O -0.459630 -1.528921 0.158458 -1.2585 0.8688 -0.6939 -0.1083
N -2.410172 -0.338299 -0.137446 4.0382 -2.1313 0.6668 -0.6360
N 0.828708 -1.498696 -0.086967 5.2894 2.2845 1.2618 -0.2205
N -0.507375 0.916129 0.211437 3.0121 0.4275 -1.0942 -0.4273
C -1.110208 -0.337269 0.097813 -4.9467 0.6679 -0.3638 0.5635
C 1.529709 -0.334008 -0.045150 -1.1359 -1.6570 0.3889 -0.1027
C 0.784079 0.976607 -0.028170 -1.7123 -2.3867 0.6537 -0.0418
H 2.666693 -0.401530 0.226548 -2.3149 -0.1225 -1.4338 0.2963
H 1.242132 1.918726 -0.296289 0.1557 0.1576 0.5663 0.3770
H -2.563933 0.627256 -0.100235 -1.1270 1.8912 0.0482 0.2999